Model a:
The following is a quantum chemistry calculation of the molecule C3H6N2, from the OMol25 dataset.

Last column: natural (NBO) charge in e.
Geometry (Å):
C (-0.401, 1.502, 0.189)  -0.63
N (1.693, 0.592, 0.134)  -0.67
N (-0.570, -1.895, -0.281)  -0.70
C (0.469, 0.206, 0.230)  0.13
C (-0.082, -1.024, 0.557)  0.13
H (2.329, -0.180, -0.093)  0.32
H (-0.660, -1.748, -1.290)  0.37
H (-0.882, -2.797, 0.053)  0.39
H (-1.132, 1.340, -0.613)  0.20
H (-0.927, 1.594, 1.139)  0.22
H (0.163, 2.409, -0.026)  0.24

Values from the calculation:
**E_HOMO**: -8.379 eV
**Lowest unoccupied orbital energy**: 0.64 eV
**Spin multiplicity**: 1
**HOMO-LUMO gap**: 9.0 eV


Model b:
The following is a quantum chemistry calculation of the molecule C3H6N2, from the OMol25 dataset.

Last column: natural (NBO) charge in e.
Geometry (Å):
C (-2.120, 0.010, -0.103)  -0.09
N (-0.897, -0.322, 0.240)  -0.30
N (0.150, 0.053, -0.576)  -0.29
C (1.262, 0.650, 0.213)  -0.27
C (1.290, -0.685, -0.063)  -0.27
H (-2.969, -0.005, 0.718)  0.19
H (-2.452, 0.521, -1.060)  0.17
H (0.929, 0.857, 1.243)  0.22
H (1.789, 1.260, -0.465)  0.22
H (0.941, -1.413, 0.620)  0.22
H (2.077, -0.926, -0.766)  0.20

Values from the calculation:
**E_HOMO**: -8.851 eV
**Lowest unoccupied orbital energy**: 1.28 eV
**Spin multiplicity**: 1
**Structure (SMILES)**: C=NN1CC1
**HOMO-LUMO gap**: 10.1 eV


Model c:
The following is a quantum chemistry calculation of a structure of composition C3H6N2, from the OMol25 dataset.

Last column: natural (NBO) charge in e.
Geometry (Å):
C (-0.322, 1.455, 0.024)  -0.48
C (-0.264, 0.136, 0.015)  0.17
C (-1.313, -0.926, -0.005)  -0.70
N (2.334, 0.172, 0.018)  -0.33
N (1.508, -0.638, 0.132)  -0.10
H (0.573, 1.925, 0.070)  0.21
H (-1.130, 1.972, -0.327)  0.21
H (-2.223, -0.448, -0.265)  0.23
H (-0.929, -1.826, -0.594)  0.24
H (-1.523, -1.476, 0.942)  0.24
H (3.289, -0.347, -0.010)  0.32

Values from the calculation:
**E_HOMO**: -8.248 eV
**Lowest unoccupied orbital energy**: 1.18 eV
**Spin multiplicity**: 1
**HOMO-LUMO gap**: 9.4 eV


Model d:
The following is a quantum chemistry calculation of the molecule C3H6N2, from the OMol25 dataset.

Last column: natural (NBO) charge in e.
Geometry (Å):
C (-0.548, 0.988, -0.133)  -0.65
C (0.179, -0.284, -0.325)  -0.08
N (-0.350, -1.536, 0.200)  -0.80
C (1.777, -0.113, 0.220)  0.25
N (2.746, 0.296, 0.709)  -0.36
H (-0.425, 1.526, 0.865)  0.24
H (-1.724, 0.697, -0.269)  0.21
H (-0.375, 1.756, -0.999)  0.24
H (0.464, -0.427, -1.470)  0.23
H (-0.422, -1.444, 1.290)  0.36
H (-1.322, -1.460, -0.088)  0.35

Values from the calculation:
**E_HOMO**: -10.771 eV
**Lowest unoccupied orbital energy**: 0.74 eV
**Spin multiplicity**: 1
**Structure (SMILES)**: C[C@H](N)C#N
**HOMO-LUMO gap**: 11.5 eV


Stability, lowest: model c


Model a:
The following is a quantum chemistry calculation of the molecule C3H6N2, from the OMol25 dataset.

Last column: natural (NBO) charge in e.
Geometry (Å):
C (0.165, 0.241, -0.101)  -0.04
C (-0.765, 1.221, 0.334)  -0.67
C (-0.016, -1.089, 0.358)  0.32
N (1.430, 0.638, -0.549)  -0.80
N (-0.303, -2.189, 0.822)  -0.60
H (-0.637, -0.500, -0.821)  0.24
H (1.408, 1.379, -1.234)  0.39
H (2.117, -0.084, -0.711)  0.38
H (-1.190, -2.636, 0.595)  0.38
H (-1.819, 0.990, 0.360)  0.20
H (-0.390, 2.030, 0.947)  0.21

Values from the calculation:
**E_HOMO (alpha / beta)**: -6.788 / -6.793 eV
**Lowest unoccupied orbital energy (alpha / beta)**: 0.39 / 0.39 eV
**Spin multiplicity**: 1
**HOMO-LUMO gap (alpha / beta)**: 7.2 / 7.2 eV


Model b:
The following is a quantum chemistry calculation of the molecule C3H6N2, from the OMol25 dataset.

Last column: natural (NBO) charge in e.
Geometry (Å):
C (0.721, 1.186, -0.124)  -0.58
C (-0.128, -0.325, 0.427)  -0.13
N (0.406, -1.440, -0.291)  -0.82
C (-1.532, -0.045, 0.237)  0.24
N (-2.636, 0.245, 0.102)  -0.33
H (0.025, 2.058, 0.021)  0.22
H (1.191, 1.148, -1.158)  0.22
H (1.484, 1.107, 0.607)  0.21
H (0.108, -0.339, 1.546)  0.23
H (0.144, -2.337, -0.093)  0.37
H (0.217, -1.257, -1.275)  0.36

Values from the calculation:
**E_HOMO**: -10.105 eV
**Lowest unoccupied orbital energy**: 0.87 eV
**Spin multiplicity**: 1
**Structure (SMILES)**: C[C@H](N)C#N
**HOMO-LUMO gap**: 11.0 eV


Stability, lowest: model a


Model a:
The following is a quantum chemistry calculation of a cluster of 2 separate species, C3H6N2 in total, from the OMol25 dataset.

Last column: natural (NBO) charge in e.
Geometry (Å):
C (-1.622, -0.184, 0.432)  0.23
C (0.392, -0.322, -1.157)  -0.61
C (-0.229, 0.150, 0.197)  0.02
N (-2.688, -0.457, 0.627)  -0.30
N (0.678, -0.034, 1.265)  -0.81
H (0.498, 0.490, -1.789)  0.23
H (-0.352, -0.915, -1.567)  0.23
H (1.394, -0.778, -0.930)  0.21
H (-0.463, 1.778, -0.032)  0.05
H (1.554, -0.217, 0.880)  0.36
H (0.838, 0.489, 2.074)  0.39

Values from the calculation:
**E_HOMO**: -9.298 eV
**Lowest unoccupied orbital energy**: 0.43 eV
**Spin multiplicity**: 1
**HOMO-LUMO gap**: 9.7 eV


Model b:
The following is a quantum chemistry calculation of the molecule C3H6N2, from the OMol25 dataset.

Last column: natural (NBO) charge in e.
Geometry (Å):
C (-0.303, 0.995, 1.123)  -0.70
C (-0.601, 0.168, -0.085)  0.16
N (0.919, -0.589, -1.236)  -0.84
C (-0.171, -1.200, -0.275)  0.13
N (-0.485, -2.305, 0.090)  -0.49
H (-1.181, 0.995, 1.793)  0.27
H (0.542, 0.595, 1.687)  0.24
H (-0.126, 2.039, 0.847)  0.24
H (-1.371, 0.564, -0.757)  0.21
H (0.883, -0.754, -2.245)  0.39
H (1.894, -0.509, -0.942)  0.39

Values from the calculation:
**E_HOMO (alpha / beta)**: -7.420 / -7.415 eV
**Lowest unoccupied orbital energy (alpha / beta)**: -0.56 / -0.56 eV
**Spin multiplicity**: 1
**HOMO-LUMO gap (alpha / beta)**: 6.9 / 6.9 eV


Model c:
The following is a quantum chemistry calculation of the molecule C3H6N2, from the OMol25 dataset.

Last column: natural (NBO) charge in e.
Geometry (Å):
H (-3.136, 0.415, 0.502)  0.27
N (-2.585, 0.232, -0.264)  -0.30
N (-1.137, -0.154, 0.668)  -0.18
C (-0.177, -0.293, -0.238)  -0.14
C (0.975, 0.776, -0.122)  -0.38
C (1.219, -0.670, 0.260)  -0.40
H (-0.366, -0.774, -1.262)  0.21
H (0.772, 1.584, 0.604)  0.24
H (1.169, 0.944, -1.140)  0.22
H (1.830, -1.229, -0.332)  0.22
H (1.436, -0.833, 1.325)  0.23

Values from the calculation:
**E_HOMO (alpha / beta)**: -8.861 / -9.864 eV
**Lowest unoccupied orbital energy (alpha / beta)**: -0.35 / -0.31 eV
**Spin multiplicity**: 1
**Structure (SMILES)**: [H]/N=N/C1CC1
**HOMO-LUMO gap (alpha / beta)**: 8.5 / 9.6 eV


Model d:
The following is a quantum chemistry calculation of the molecule C3H6N2, from the OMol25 dataset.

Last column: natural (NBO) charge in e.
Geometry (Å):
H (2.748, 0.060, -0.975)  0.33
N (2.565, -0.011, -0.028)  -0.61
C (1.214, -0.258, 0.103)  0.28
N (0.024, -0.152, -0.710)  -0.44
C (-1.146, -0.687, -0.015)  -0.27
C (-0.952, 0.684, 0.033)  -0.26
H (0.694, -0.128, 1.169)  0.10
H (-1.108, -1.116, 1.027)  0.21
H (-1.976, -1.030, -0.697)  0.23
H (-0.664, 1.286, 0.816)  0.21
H (-1.398, 1.352, -0.723)  0.21

Values from the calculation:
**E_HOMO**: -10.143 eV
**Lowest unoccupied orbital energy**: 1.06 eV
**Spin multiplicity**: 1
**Structure (SMILES)**: [H]/N=C\N1CC1
**HOMO-LUMO gap**: 11.2 eV


Stability, lowest: model c


Model a:
The following is a quantum chemistry calculation of a structure of composition C5H11NOS, from the OMol25 dataset.

Last column: natural (NBO) charge in e.
Geometry (Å):
O (2.668, 0.385, 0.680)  -0.64
C (2.027, -0.508, 0.058)  0.34
C (0.836, -1.090, 0.811)  -0.10
C (0.044, -0.161, 1.633)  -0.52
C (-1.380, -0.407, 1.336)  -0.21
S (-2.303, -0.701, -0.050)  0.35
C (-2.217, 0.755, -1.286)  -0.69
N (0.703, -0.691, -0.658)  -0.66
H (2.747, -1.265, -0.498)  0.10
H (0.816, -2.137, 1.001)  0.20
H (0.267, -0.389, 2.687)  0.24
H (0.489, 0.803, 1.380)  0.28
H (-1.999, -0.305, 2.165)  0.21
H (1.742, 2.402, -1.933)  -0.01
H (-3.083, 1.448, -1.168)  0.23
H (-1.409, 1.319, -0.806)  0.24
H (-1.994, 0.377, -2.260)  0.23
H (1.707, 1.619, -1.896)  0.01
H (0.340, -1.454, -1.196)  0.38

Values from the calculation:
**E_HOMO**: -7.641 eV
**Lowest unoccupied orbital energy**: -2.38 eV
**Spin multiplicity**: 1
**HOMO-LUMO gap**: 5.3 eV


Model b:
The following is a quantum chemistry calculation of the molecule C5H11NOS, from the OMol25 dataset.

Last column: natural (NBO) charge in e.
Geometry (Å):
C (1.867, -0.292, -2.455)  -0.71
C (0.589, -0.241, -1.656)  0.68
O (-0.466, -0.461, -2.206)  -0.60
N (0.634, 0.234, -0.347)  -0.64
C (-0.568, 0.181, 0.467)  -0.11
C (-1.059, 1.559, 0.802)  -0.62
C (-0.405, -0.704, 1.693)  -0.48
S (-2.106, -1.209, 2.333)  -0.08
H (2.702, 0.034, -1.845)  0.21
H (1.839, 0.380, -3.324)  0.24
H (2.181, -1.296, -2.874)  0.25
H (1.372, 0.786, 0.071)  0.40
H (-1.352, -0.357, -0.181)  0.26
H (-1.668, 2.077, 0.061)  0.23
H (-0.276, 2.215, 1.227)  0.20
H (-1.709, 1.418, 1.700)  0.21
H (0.208, -1.558, 1.461)  0.23
H (0.048, -0.267, 2.578)  0.21
H (-1.831, -2.501, 2.496)  0.13

Values from the calculation:
**E_HOMO**: -9.151 eV
**Lowest unoccupied orbital energy**: 0.75 eV
**Spin multiplicity**: 1
**Structure (SMILES)**: CC(=O)N[C@H](C)CS
**HOMO-LUMO gap**: 9.9 eV


Model c:
The following is a quantum chemistry calculation of the molecule C5H11NOS, from the OMol25 dataset.

Last column: natural (NBO) charge in e.
Geometry (Å):
C (2.480, 1.369, 0.143)  -0.09
N (1.594, 0.523, 0.552)  -0.58
S (1.348, -0.964, -0.230)  0.39
C (-0.255, -1.493, 0.307)  -0.26
O (-1.372, -1.066, -0.429)  -0.53
C (-1.851, 0.276, -0.252)  0.10
C (-1.069, 1.287, -1.145)  -0.65
C (-1.905, 0.754, 1.193)  -0.66
H (3.211, 1.137, -0.666)  0.17
H (2.519, 2.299, 0.767)  0.19
H (-0.293, -2.573, 0.311)  0.23
H (-0.335, -1.225, 1.396)  0.20
H (-2.920, 0.177, -0.584)  0.19
H (-0.413, 0.818, -1.865)  0.23
H (-1.727, 1.939, -1.716)  0.21
H (-0.427, 1.894, -0.500)  0.21
H (-2.618, 0.126, 1.824)  0.22
H (-0.872, 0.768, 1.569)  0.22
H (-2.276, 1.778, 1.240)  0.22

Values from the calculation:
**E_HOMO**: -8.843 eV
**Lowest unoccupied orbital energy**: 0.84 eV
**Spin multiplicity**: 1
**Structure (SMILES)**: C=NSCOC(C)C
**HOMO-LUMO gap**: 9.7 eV


Model d:
The following is a quantum chemistry calculation of a cluster of 2 separate species, C5H11NOS in total, from the OMol25 dataset.

Last column: natural (NBO) charge in e.
Geometry (Å):
C (-0.038, 0.097, 1.539)  0.03
C (-1.419, -0.428, 1.200)  -0.68
S (-2.186, 0.064, -0.370)  -0.14
C (0.899, 0.362, 0.518)  0.51
N (1.036, -0.530, -0.586)  -0.40
C (1.208, 0.281, -1.836)  -0.43
C (0.106, -1.683, -0.824)  -0.43
O (1.634, 1.425, 0.443)  -0.58
H (0.239, 0.559, 2.478)  0.23
H (-1.082, 2.850, 1.682)  -0.03
H (-1.404, -1.523, 1.305)  0.29
H (-2.028, -0.037, 2.040)  0.29
H (-0.617, 3.297, 1.410)  0.03
H (0.397, 1.066, -1.731)  0.23
H (1.102, -0.417, -2.760)  0.20
H (2.272, 0.594, -1.771)  0.24
H (0.691, -2.415, -1.379)  0.21
H (-0.103, -2.175, 0.136)  0.20
H (-0.706, -1.386, -1.495)  0.24

Values from the calculation:
**E_HOMO**: -8.273 eV
**Lowest unoccupied orbital energy**: -3.09 eV
**Spin multiplicity**: 1
**HOMO-LUMO gap**: 5.2 eV


Stability, lowest: model a